# 1
84
Properties=species:S:1:pos:R:3:forces:R:3 method="wB97M-V/def2-TZVPD" homo_energy_ev=-3.202 total_charge=0 homo_lumo_gap_ev=3.54 e_tot_ha=-2995.62615 lumo_ev=0.334 relative_energy_kcal_mol=306.5
C 3.1770 -1.3009 -4.7430 1.203 -0.468 0.562
C 3.2053 -0.3482 -3.5442 1.017 -0.877 0.167
H 3.7282 -0.9092 -5.6269 -0.042 -0.478 0.788
H 2.1723 -1.5533 -5.1222 0.090 0.505 0.612
H 3.5752 -2.2674 -4.3404 0.066 0.491 -0.921
C 3.8976 0.7851 -3.4500 0.582 0.372 -0.107
C 5.1444 0.9594 -4.2352 0.647 0.647 -1.646
H 3.5674 1.7094 -2.9124 0.577 -1.494 0.235
H 4.8190 1.3795 -5.2217 0.993 -0.017 0.395
H 5.7561 0.0464 -4.4176 -0.891 0.307 0.070
H 5.8794 1.6215 -3.7365 -0.679 0.071 -0.312
In -1.4172 -0.6357 1.5532 0.311 1.810 -1.227
Cl -2.4190 -4.6870 1.4882 -0.014 0.582 0.791
C 0.1569 0.0649 3.9729 -1.810 1.443 -1.599
O -0.7702 0.5268 3.2026 2.288 -0.498 3.513
N 0.6207 0.8659 4.9109 0.754 0.570 0.716
C -0.1818 2.0409 5.3262 0.536 0.150 0.288
C 2.0141 0.6970 5.3624 -0.014 -0.167 0.082
H 0.6089 -0.9423 3.9013 -0.194 0.470 -0.426
H -1.2023 1.7171 5.6496 0.854 0.263 -0.541
H -0.2320 2.8513 4.5667 -0.098 -0.777 0.300
H 0.3551 2.4508 6.1968 -0.348 -0.069 -0.200
H 2.2711 -0.3710 5.2778 -0.042 0.382 0.025
H 2.1078 0.9942 6.4093 -0.040 -0.060 -0.106
H 2.7627 1.2729 4.7683 -0.754 -0.255 0.235
H -6.3836 0.1193 3.0799 0.152 -0.254 -0.123
H -6.8323 -2.3993 3.2528 0.657 0.473 -0.160
C -5.5786 0.0261 2.3428 -0.198 0.225 0.168
C -6.2996 -2.4403 2.2878 -0.265 0.162 -0.319
N -5.2935 -1.3959 2.0397 -1.434 0.120 1.670
H -4.6652 0.5231 2.7068 -0.596 -0.406 -0.035
C -4.1996 -1.5804 1.3512 1.961 1.983 -1.666
O -3.3916 -0.5588 1.2457 -5.291 -2.532 -1.056
H -5.8837 -3.4479 2.2179 0.289 0.275 -0.135
H -3.9898 -2.5158 0.7986 -0.171 0.324 0.746
H -5.8697 0.5713 1.4233 0.069 -0.361 0.263
H -7.0759 -2.3416 1.5305 -0.179 -0.149 -0.150
H -0.0310 1.5505 -2.9118 -0.105 2.855 1.287
H 2.2555 3.9445 -1.5270 -0.078 -0.128 0.038
C -0.1030 2.6197 -2.5547 0.562 -0.415 -0.338
C 1.2564 3.9215 -1.0740 0.178 -0.395 0.203
N 0.5695 2.6531 -1.2970 -0.392 0.683 0.577
H -1.1269 3.0076 -2.4737 0.259 -0.540 -0.285
C 0.1675 1.8819 -0.2508 -3.788 -1.058 0.188
O -0.8410 1.0890 -0.2546 3.639 2.599 -1.167
H 1.3402 4.0964 -0.0057 0.069 0.198 0.063
H 0.6747 2.0979 0.6972 0.087 -0.111 -0.211
H 0.4675 3.1790 -3.3049 -0.055 0.070 0.246
H 0.6610 4.7049 -1.5433 0.040 0.163 0.244
O 1.2135 -0.0707 -3.1337 -2.409 1.580 0.601
C 2.2785 -0.7756 -2.4405 0.082 0.884 -1.356
C 2.7055 0.9582 -0.6460 1.048 1.268 -0.604
C 2.7635 -0.3626 -1.0322 -0.497 -0.098 0.306
H 2.4908 1.7188 -1.4016 -0.335 -0.767 0.596
C 3.2137 1.4465 0.5570 0.251 -0.040 0.138
H 2.1543 -1.8569 -2.5217 -0.419 -0.020 0.386
C 3.4132 -1.2290 -0.1352 0.547 -0.336 0.260
H 3.1934 2.5472 0.7116 0.029 -0.922 0.136
C 3.8362 0.5788 1.4596 0.239 -0.514 -0.253
C 3.9981 -0.7902 1.0845 -0.462 1.052 -0.115
H 3.5656 -2.2646 -0.4447 -0.160 0.140 0.233
H 4.2671 0.9965 2.3945 -0.274 -0.547 -0.710
H 4.6039 -1.4429 1.7577 -0.817 0.355 -0.862
Si -0.3863 0.1246 -3.6754 -3.476 -3.470 1.243
Cl 0.2468 -2.1203 1.5379 3.608 -3.250 0.065
C -2.2212 1.0595 -3.4443 0.078 0.483 0.187
C -1.1343 -1.3240 -2.7740 -0.599 -1.217 -0.261
C -0.7251 -0.1252 -5.4882 0.386 -0.038 -0.421
H -2.5080 1.4246 -2.4119 0.528 -0.476 -1.093
H -2.9653 0.2803 -3.7165 0.541 0.338 0.102
H -2.3609 1.8866 -4.1783 0.060 -0.262 0.444
H -0.4968 0.7128 -6.1443 0.435 -0.158 -0.202
H -1.8141 -0.2551 -5.5950 0.387 0.027 0.438
H -0.2748 -1.0688 -5.7919 0.298 0.130 -0.499
H -1.7388 -1.0490 -1.8735 0.911 -0.232 -0.495
H -0.4003 -2.1434 -2.5855 -0.717 0.412 0.172
H -1.9002 -1.6890 -3.5042 0.484 -0.149 0.507
C -2.2928 -2.5133 4.7971 0.501 -0.079 -0.170
O -2.4509 -2.8475 3.3940 -0.077 -2.209 -0.307
C -1.9043 -4.0948 3.0793 0.454 1.134 0.437
O -1.1126 -4.6929 3.7394 -0.839 0.255 -0.486
H -3.2466 -2.3604 5.3017 -0.130 -0.036 -0.450
H -1.6903 -1.6128 4.8500 -0.098 0.167 -0.024
H -1.7442 -3.3191 5.2612 0.041 -0.088 0.316

# 2
6
Properties=species:S:1:pos:R:3:forces:R:3 method="wB97M-V/def2-TZVPD" homo_energy_ev=-9.850 total_charge=0 homo_lumo_gap_ev=8.75 e_tot_ha=-190.46542 lumo_ev=-1.101 relative_energy_kcal_mol=123.7
C 1.2601 -0.1758 0.1230 0.850 0.212 -1.104
C 0.2876 -0.0293 0.9910 0.338 0.377 1.849
C 2.3777 0.1183 -0.4454 -0.986 -0.324 0.462
O -1.2309 -0.1575 0.0115 1.784 -2.469 0.254
H -0.7387 -0.1611 -0.7990 -0.435 0.451 -1.416
H -1.9558 0.4053 0.1189 -1.550 1.752 -0.046

# 3
29
Properties=species:S:1:pos:R:3:forces:R:3 method="wB97M-V/def2-TZVPD" homo_energy_ev=-8.892 total_charge=0 smiles="OP(I)[PH3]F.O=C1OCCO1.O=C1OCCO1" homo_lumo_gap_ev=8.90 e_tot_ha=-1842.81068 lumo_ev=0.010
O 0.2659 -1.3042 -1.2706 -0.083 -0.095 0.141
P -0.6370 0.0157 -0.8606 0.131 0.007 -0.052
I -0.1503 1.5642 -2.7207 0.008 0.005 -0.046
P -2.6480 -0.6799 -1.7092 -0.216 0.043 0.025
F -4.0766 -1.2574 -2.3082 0.065 0.009 -0.044
H -0.0835 -1.8211 -2.0121 0.053 0.062 -0.067
H -3.0532 0.6358 -1.9372 -0.034 -0.011 0.044
H -1.9574 -1.3645 -2.7308 0.049 -0.006 0.017
H -2.8947 -1.3620 -0.5069 -0.002 -0.017 -0.032
O -3.6205 1.1476 0.5303 0.094 -0.086 -0.024
C -3.2192 1.1127 1.6524 -0.036 0.073 0.053
O -3.8723 0.5350 2.6803 0.002 -0.041 -0.026
C -2.9965 0.4965 3.8148 0.052 -0.012 0.017
C -2.0157 1.6132 3.4979 -0.031 0.008 0.046
O -2.0545 1.6468 2.0657 -0.007 0.047 -0.022
H -3.5773 0.6542 4.7186 -0.024 0.030 -0.023
H -2.5153 -0.4818 3.8473 0.000 0.004 0.020
H -2.3499 2.5804 3.8753 0.012 -0.005 0.015
H -0.9976 1.4195 3.8218 0.003 -0.028 -0.035
O 6.9076 -0.7959 -1.5594 0.032 -0.001 -0.002
C 5.7286 -0.6716 -1.5097 -0.028 0.000 0.004
O 4.8370 -1.6767 -1.6727 0.013 -0.027 0.015
C 3.5337 -1.1978 -1.3218 -0.018 0.034 0.042
C 3.6830 0.3014 -1.5124 -0.079 -0.034 -0.058
O 5.0825 0.4955 -1.2808 0.019 0.048 0.001
H 2.7922 -1.6530 -1.9680 0.025 -0.009 -0.041
H 3.3294 -1.4661 -0.2842 -0.024 0.000 -0.007
H 3.4476 0.6136 -2.5311 -0.012 0.009 0.009
H 3.1119 0.8998 -0.8081 0.037 -0.008 0.031

# 4
12
Properties=species:S:1:pos:R:3:forces:R:3 method="wB97M-V/def2-TZVPD" homo_energy_ev=-14.328 total_charge=+1 homo_lumo_gap_ev=8.03 e_tot_ha=-7930.91978 lumo_ev=-6.297 relative_energy_kcal_mol=38.9
C 0.9930 -0.1019 0.5833 0.934 0.699 1.025
C 1.4869 0.8576 -0.4390 1.675 0.108 0.947
N 0.2792 -1.1416 0.2524 2.747 2.629 -0.306
O 1.2052 0.7192 -1.6971 -1.067 -2.893 1.693
Br 3.5001 -0.5506 0.0111 -1.505 0.839 0.029
Br -2.1775 1.2453 0.1851 -0.053 -0.482 0.275
Br 2.0107 2.5851 0.1211 -0.285 -0.528 0.035
H 1.0788 0.1562 1.7081 0.206 -0.317 -2.235
H -2.0662 2.4911 -0.4374 0.016 0.591 -0.281
H -0.2746 -1.4828 0.9249 -2.283 -2.173 3.054
H -0.0654 -1.1481 -0.6393 -0.949 -0.562 -2.982
H 1.3138 1.4724 -2.2255 0.566 2.089 -1.253

# 5
15
Properties=species:S:1:pos:R:3:forces:R:3 method="wB97M-V/def2-TZVPD" homo_energy_ev="-8.723 / -8.723" total_charge=0 homo_lumo_gap_ev="8.15 / 8.15" e_tot_ha=-345.62952 lumo_ev="-0.573 / -0.572" relative_energy_kcal_mol=110.1
O 0.1867 0.6832 2.4888 -0.046 -0.250 0.144
C -0.3382 1.0103 1.2174 -0.130 0.153 -0.354
C 0.3113 0.1743 0.1362 0.097 0.014 0.369
C -0.1747 -1.2251 -0.1658 -0.082 0.028 0.016
C -0.2653 -0.9108 -1.6299 0.098 0.091 -0.128
C -0.0726 0.4991 -1.6173 0.010 -0.201 -0.245
O 0.3238 1.3917 -2.3629 -0.094 -0.121 0.121
H -0.0643 -0.2279 2.6885 0.081 0.161 0.060
H -0.1257 2.0715 1.0615 -0.010 -0.139 -0.030
H -1.4341 0.8800 1.1908 0.176 0.007 0.013
H 1.3977 0.2690 0.1514 -0.141 -0.040 -0.076
H 0.6246 -1.9612 -0.0086 -0.095 0.076 -0.024
H -1.0784 -1.5778 0.3455 0.124 0.044 -0.091
H -1.0681 0.6195 -1.0032 -0.037 0.066 0.132
H -0.1469 -1.6065 -2.4626 0.049 0.110 0.092

# 6
55
Properties=species:S:1:pos:R:3:forces:R:3 method="wB97M-V/def2-TZVPD" homo_energy_ev=-11.696 total_charge=+1 homo_lumo_gap_ev=8.32 e_tot_ha=-2104.50554 lumo_ev=-3.380 relative_energy_kcal_mol=5.7
Be -0.4071 -0.4965 -0.1098 -0.214 0.816 -0.244
O -3.1206 -1.0808 4.3262 -0.222 -0.457 0.241
C -2.8152 0.1895 4.1894 0.335 0.242 -0.416
O -3.3182 1.0637 4.8402 -0.011 0.064 0.083
C -1.8110 0.5443 3.1257 0.073 -0.018 -0.055
C -1.3218 1.8235 2.8868 -0.287 -0.592 0.255
N -0.5474 1.7685 1.7962 -0.017 0.080 -0.176
N -0.5040 0.5266 1.3014 0.239 -0.496 0.021
C -1.2616 -0.2334 2.0975 0.080 0.823 0.574
C -1.3914 -1.6490 1.6583 -0.537 -0.249 0.736
O -1.9775 -2.4761 2.3243 0.035 -0.019 0.023
O -0.8313 -1.8288 0.5160 0.460 -0.410 -0.747
H -2.6897 -1.7172 3.6989 0.069 0.380 -0.092
H -1.5106 2.7229 3.4391 0.061 0.221 0.049
H -0.0299 2.5224 1.3625 -0.114 -0.167 0.007
I 1.3064 -0.4561 -1.7926 -0.079 -0.351 -0.835
C 0.1386 -1.1030 -3.5328 0.568 -0.116 0.332
C 0.9030 -1.8796 -4.3659 0.075 0.286 0.588
C 0.4029 -2.3234 -5.5937 -0.250 0.051 -0.221
C -0.8374 -1.9204 -5.9882 0.277 -0.088 0.075
C -1.6419 -1.1219 -5.1502 0.175 0.040 0.199
C -2.9069 -0.7234 -5.6295 -0.234 0.142 0.175
C -3.7646 0.0081 -4.8580 0.133 -0.155 -0.224
C -3.3800 0.3208 -3.5546 0.435 -0.102 0.107
C -2.1460 -0.0354 -3.0443 -0.324 0.173 0.294
P -1.9722 0.4304 -1.2907 -0.079 0.002 -0.643
C -2.0408 2.2450 -1.3866 0.120 -0.189 0.311
C -3.2147 2.9785 -1.2467 0.094 -0.123 0.002
C -3.1749 4.3593 -1.3355 -0.024 0.104 -0.061
C -1.9775 5.0122 -1.5828 -0.001 -0.015 0.009
C -0.8098 4.2831 -1.7505 0.033 0.077 -0.025
C -0.8392 2.9051 -1.6488 -0.074 -0.136 0.072
C -3.4343 -0.2247 -0.4669 0.151 0.057 0.114
C -3.9688 0.4164 0.6489 0.002 0.051 -0.202
C -4.8927 -0.2396 1.4422 -0.072 -0.022 0.106
C -5.2567 -1.5433 1.1487 0.009 0.003 -0.023
C -4.7053 -2.1950 0.0546 -0.025 -0.013 0.019
C -3.7894 -1.5437 -0.7487 -0.048 0.130 -0.082
C -1.1920 -0.7289 -3.8416 -0.425 0.050 -0.223
H 1.9093 -2.1463 -4.0836 0.088 -0.049 0.032
H 1.0175 -2.9527 -6.2155 0.060 -0.053 -0.103
H -1.2358 -2.2078 -6.9482 -0.015 -0.059 -0.130
H -3.1813 -1.0186 -6.6313 -0.040 -0.030 -0.084
H -4.7281 0.3200 -5.2277 -0.089 0.004 -0.067
H -4.0692 0.8528 -2.9130 -0.090 0.004 -0.018
H -4.1558 2.4767 -1.0752 -0.069 -0.006 0.055
H -4.0855 4.9267 -1.2210 -0.084 0.061 0.010
H -1.9539 6.0876 -1.6558 -0.014 0.128 -0.004
H 0.1222 4.7836 -1.9675 0.052 0.068 -0.012
H 0.0695 2.3360 -1.8012 0.047 0.013 0.030
H -3.6617 1.4237 0.8971 -0.012 0.035 0.057
H -5.3111 0.2602 2.3028 -0.052 0.043 0.088
H -5.9587 -2.0577 1.7846 -0.099 -0.067 0.069
H -4.9746 -3.2171 -0.1599 -0.031 -0.099 -0.017
H -3.3321 -2.0552 -1.5859 -0.037 -0.071 -0.026